#1
The following is a quantum chemistry calculation of 2 unconnected molecules or ions with the total composition CH4BrP, from the OMol25 dataset.

Calculated values
HOMO level	-10.0	eV
gap between HOMO and LUMO	10.33	eV

Last column: Mulliken charge in e.
Geometry (Å):
1 C 1.331 0.188 -0.308  -0.392
2 P 0.360 -1.021 0.220  -0.086
3 H 0.920 0.975 -0.971  0.243
4 H 2.447 0.266 -0.196  0.220
5 H 1.532 -1.638 0.915  0.022
6 Br -4.186 0.010 -0.027  -0.203
7 H -5.122 0.279 1.021  0.197

---

#2
The following is a quantum chemistry calculation of CH4BrP in the gas phase, from the OMol25 dataset.

Calculated values
HOMO level	-7.4	eV
gap between HOMO and LUMO	7.38	eV

Last column: Mulliken charge in e.
Geometry (Å):
1 C -0.718 0.580 -0.429  -0.645
2 P 2.346 -1.473 -0.123  -0.211
3 Br 1.388 0.524 -0.380  0.067
4 H -1.013 -0.297 -0.989  0.265
5 H -0.969 1.495 -0.942  0.285
6 H -1.057 0.557 0.598  0.251
7 H 2.330 -1.346 1.268  -0.011

---

#3
The following is a quantum chemistry calculation of a molecular structure, CH4BrP, from the OMol25 dataset.

Calculated values
HOMO level (spin up / spin down)	-9.7 / -9.7	eV
gap between HOMO and LUMO (spin up / spin down)	9.61 / 9.61	eV

Last column: Mulliken charge in e.
Geometry (Å):
1 C -0.075 -1.718 -0.850  -0.495
2 P 0.535 -0.708 0.314  0.076
3 Br 1.914 0.679 -0.691  -0.154
4 H -0.868 -2.316 -0.722  0.327
5 H 0.270 -1.614 -1.858  0.246
6 H -0.878 2.902 2.308  0.069
7 H -0.897 2.775 1.499  -0.068

---

Which of them is the most stable, and which is the least stable? #3 and #2, in that order.

---

#1
The following is a quantum chemistry calculation of a molecular structure, C21H28ClN3O3S, from the OMol25 dataset.

Calculated values
HOMO level	-7.9	eV
gap between HOMO and LUMO	8.23	eV

Last column: Mulliken charge in e.
Geometry (Å):
1 C 2.199 -5.051 -1.582  -1.519
2 C 1.276 -3.921 -2.000  0.668
3 C 0.005 -4.095 -2.261  -0.620
4 C -0.874 -2.878 -2.464  0.494
5 C -0.483 -1.483 -2.620  -0.205
6 C 1.020 -1.374 -2.225  -0.043
7 C 1.795 -2.477 -1.810  -0.665
8 H 2.934 -2.297 -1.953  0.266
9 H 1.529 -0.346 -2.433  0.420
10 N -1.135 -0.472 -2.810  -0.119
11 S -0.791 0.879 -1.774  0.659
12 O 0.412 1.576 -1.927  -0.419
13 O -2.322 1.758 -2.190  -0.753
14 C -1.170 0.104 -0.178  2.323
15 C -2.446 -0.384 0.116  -0.637
16 N -2.171 -1.028 1.572  0.127
17 C -1.031 -0.838 1.864  0.092
18 C -0.302 -0.059 0.912  -0.582
19 C 1.213 0.291 0.615  -0.377
20 O 2.086 -0.402 0.420  -0.452
21 N 1.405 1.702 1.131  0.487
22 C 0.560 2.479 1.987  -1.461
23 H -0.180 1.777 2.376  0.401
24 C -0.263 3.323 1.009  -0.110
25 C 0.623 4.565 0.021  -1.011
26 C 1.788 3.947 -0.416  -0.183
27 C 2.660 3.629 0.700  -0.926
28 H 3.979 3.715 0.183  0.262
29 C 2.762 2.151 1.187  -0.790
30 H 3.274 1.904 2.044  0.432
31 H 3.318 1.495 0.198  0.258
32 H 2.711 4.315 1.457  0.579
33 H 1.606 3.148 -1.048  0.450
34 H 2.079 4.899 -0.945  0.208
35 H -0.162 5.055 -0.443  0.590
36 H 0.904 5.116 1.041  0.255
37 H -0.734 2.788 -0.150  -0.150
38 H -1.167 3.650 1.591  0.365
39 H 0.975 3.080 2.579  0.938
40 C -0.120 -1.296 3.162  -1.532
41 H -0.887 -1.055 4.063  0.334
42 H 0.894 -1.025 3.360  0.384
43 H -0.335 -2.336 3.176  0.505
44 C -3.269 -1.713 2.260  -1.213
45 H -3.686 -2.266 1.477  0.539
46 H -2.759 -2.551 2.834  0.376
47 H -3.927 -1.161 2.772  0.297
48 C -3.913 -0.571 -0.435  -1.642
49 H -3.667 0.276 -1.368  0.166
50 H -4.430 -0.150 0.330  0.647
51 H -3.917 -1.462 -0.950  0.471
52 H -2.014 -0.686 -3.076  0.321
53 Cl -2.537 -3.216 -2.844  -0.279
54 H -0.572 -5.010 -2.019  0.249
55 H 2.755 -5.331 -2.419  0.371
56 H 2.953 -4.901 -0.641  0.266
57 H 1.548 -5.788 -1.453  0.484

---

#2
The following is a quantum chemistry calculation of C21H28ClN3O3S in the gas phase, from the OMol25 dataset.

Calculated values
HOMO level	-8.2	eV
gap between HOMO and LUMO	8.52	eV

Last column: Mulliken charge in e.
Geometry (Å):
1 C 1.812 1.633 1.799  -1.537
2 C 2.881 0.673 1.443  0.728
3 C 2.924 -0.696 1.385  0.611
4 N 4.160 -1.075 0.939  -0.533
5 C 4.819 0.033 0.748  0.489
6 C 6.176 0.150 0.268  0.078
7 C 6.767 1.401 0.096  -0.339
8 C 8.065 1.501 -0.366  -0.676
9 C 8.775 0.345 -0.657  0.403
10 C 8.200 -0.908 -0.491  -0.679
11 C 6.904 -1.004 -0.029  -0.325
12 H 6.433 -1.963 0.110  0.480
13 H 8.768 -1.795 -0.723  0.417
14 Cl 10.398 0.468 -1.234  -0.212
15 H 8.526 2.466 -0.501  0.413
16 H 6.203 2.292 0.325  0.450
17 O 4.090 1.130 1.042  -0.361
18 C 1.882 -1.696 1.687  -0.986
19 H 2.137 -2.290 2.566  0.571
20 H 0.903 -1.242 1.819  0.233
21 S 1.791 -2.934 0.302  0.398
22 O 0.498 -3.612 0.493  -0.689
23 C 1.480 -1.718 -1.065  -1.010
24 C 0.356 -0.752 -0.753  0.449
25 O 0.504 0.455 -0.803  -0.688
26 N -0.795 -1.360 -0.421  0.178
27 C -1.994 -0.628 -0.094  -0.717
28 H -2.326 -0.881 0.917  0.238
29 H -1.743 0.434 -0.129  0.428
30 C -3.123 -0.946 -1.084  -1.060
31 N -4.311 -0.193 -0.750  0.619
32 C -4.245 1.214 -1.115  -1.034
33 H -3.232 1.456 -1.446  0.490
34 C -4.586 2.085 0.096  -0.675
35 C -6.067 2.054 0.461  -0.742
36 H -6.204 2.601 1.398  0.349
37 C -6.630 0.642 0.622  -0.648
38 C -6.790 -0.086 -0.715  -0.688
39 C -5.536 -0.855 -1.146  -1.003
40 H -5.537 -1.834 -0.657  0.483
41 H -5.582 -1.026 -2.239  0.294
42 H -7.608 -0.807 -0.646  0.385
43 H -7.070 0.639 -1.481  0.338
44 H -7.611 0.719 1.097  0.342
45 H -5.981 0.061 1.277  0.333
46 H -6.641 2.578 -0.308  0.317
47 H -3.998 1.724 0.942  0.292
48 H -4.291 3.117 -0.108  0.372
49 H -4.921 1.444 -1.948  0.445
50 H -2.767 -0.749 -2.111  0.291
51 H -3.353 -2.012 -1.011  0.448
52 H -0.780 -2.362 -0.257  0.314
53 H 1.230 -2.327 -1.934  0.582
54 H 2.409 -1.183 -1.245  0.376
55 H 1.272 1.295 2.681  0.346
56 H 2.246 2.611 1.988  0.392
57 H 1.111 1.712 0.966  0.233

---

Which of them is the most stable, and which is the least stable? #2 and #1, in that order.

---

#1
The following is a quantum chemistry calculation of 2 unconnected molecules or ions with the total composition C4H14NO, from the OMol25 dataset.

Calculated values
net charge	+1
HOMO level	-16.2	eV
gap between HOMO and LUMO	13.30	eV

Last column: Mulliken charge in e.
Geometry (Å):
1 C -0.613 -1.193 1.118  -1.384
2 C -0.620 0.282 0.768  0.414
3 N 0.631 0.522 -0.090  -0.207
4 C 1.854 0.773 0.692  -0.908
5 C -1.823 0.708 -0.048  -1.399
6 H -1.135 -1.757 0.338  0.369
7 H -1.275 -1.335 1.974  0.410
8 H 0.317 -1.674 1.418  0.370
9 H -0.528 0.903 1.646  0.369
10 H 0.724 -0.323 -0.685  0.487
11 H 0.455 1.268 -0.755  0.362
12 H 1.888 0.029 1.488  0.323
13 H 2.736 0.846 0.059  0.365
14 H 1.761 1.714 1.214  0.376
15 H -2.660 0.940 0.623  0.396
16 H -2.300 -0.077 -0.616  0.327
17 H -1.589 1.553 -0.701  0.367
18 H 1.459 -0.798 -2.995  0.305
19 H 0.097 -1.527 -2.948  0.302
20 O 0.622 -0.854 -2.501  -0.644

---

#2
The following is a quantum chemistry calculation of 3 unconnected molecules or ions with the total composition C4H14NO, from the OMol25 dataset.

Calculated values
net charge	+1
HOMO level	-14.4	eV
gap between HOMO and LUMO	6.28	eV

Last column: Mulliken charge in e.
Geometry (Å):
1 C 0.061 -0.356 0.611  -0.258
2 C -0.998 -0.969 -0.103  -0.641
3 C -2.286 -0.081 -0.058  -0.517
4 C -2.152 1.210 -0.935  -1.011
5 N 2.867 -0.772 1.076  -0.624
6 H 0.206 0.715 0.472  0.389
7 H 0.136 -0.637 1.657  0.419
8 H -0.738 -1.076 -1.179  0.368
9 H -1.157 -1.995 0.167  0.380
10 H -3.145 -0.617 -0.438  0.352
11 H -2.504 0.163 0.971  0.391
12 H -1.112 1.369 -1.209  0.319
13 H -2.522 2.071 -0.384  0.296
14 H -2.784 1.088 -1.796  0.358
15 H 1.898 -0.590 1.291  0.194
16 H 3.434 -0.401 1.839  0.296
17 H 3.061 -1.765 1.122  0.272
18 H 2.041 1.430 -0.871  0.296
19 H 3.154 0.396 -0.806  0.370
20 O 2.539 0.815 -1.428  -0.649

---

Which of them is the most stable, and which is the least stable? #1 and #2, in that order.

---

#1
The following is a quantum chemistry calculation of a gas-phase ion, C4H9FN3 (charge +1), from the OMol25 dataset.

Calculated values
net charge	+1
HOMO level (spin up / spin down)	-12.6 / -11.6	eV
gap between HOMO and LUMO (spin up / spin down)	8.14 / 7.89	eV

Last column: Mulliken charge in e.
Geometry (Å):
1 C -1.553 -0.232 0.184  0.744
2 C 1.939 0.846 -0.520  -0.625
3 C 0.689 0.000 -0.601  -0.278
4 C 2.969 0.334 0.699  -0.107
5 N -2.678 0.466 0.497  -0.462
6 N -1.796 -1.534 -0.112  -0.406
7 N -0.421 0.435 -0.043  -0.083
8 F 3.720 -0.688 0.215  -0.199
9 H 2.576 0.740 -1.567  0.306
10 H 1.682 1.879 -0.177  0.291
11 H 0.709 -0.977 -1.059  0.375
12 H 2.395 0.008 1.590  0.270
13 H -3.570 -0.046 0.269  0.228
14 H -2.533 1.480 0.356  0.251
15 H -2.749 -1.835 0.264  0.235
16 H -1.144 -2.195 -0.438  0.205
17 H -0.236 1.319 0.442  0.254

---

#2
The following is a quantum chemistry calculation of a gas-phase ion, C4H9FN3 (charge +1), from the OMol25 dataset.

Calculated values
net charge	+1
HOMO level	-14.4	eV
gap between HOMO and LUMO	9.33	eV

Last column: Mulliken charge in e.
Geometry (Å):
1 C 2.018 -1.018 1.486  -0.837
2 N 0.942 -0.338 0.780  -0.328
3 C 0.766 -0.759 -0.429  -0.064
4 N -0.153 -0.183 -1.433  -0.451
5 N -0.967 0.739 -0.800  0.291
6 C -2.283 0.167 -0.482  -0.890
7 C -0.591 1.814 -0.142  0.325
8 F 0.548 2.222 -0.569  -0.161
9 H 2.069 -0.724 2.635  0.261
10 H 1.882 -2.136 1.495  0.305
11 H 2.971 -0.734 1.037  0.351
12 H 1.189 -1.725 -0.697  0.429
13 H 0.409 0.154 -2.216  0.306
14 H -2.433 -0.649 -1.234  0.286
15 H -2.228 -0.084 0.594  0.355
16 H -2.957 0.966 -0.669  0.429
17 H -1.181 2.289 0.643  0.394

---

Which of them is the most stable, and which is the least stable? #2 and #1, in that order.